A 3-piece molecular cluster, C25H52Cl2FN3O2 overall in a non-equilibrium geometry. Source: the Open Molecules 2025 dataset; level of theory: wB97M-V/def2-TZVPD.

The geometry in XYZ format:
```
85
Properties=species:S:1:pos:R:3
C -2.74771 1.36725 -3.24786
C -2.28096 -0.07508 -3.53953
C -3.02371 -0.54623 -4.80299
C -0.74866 -0.16388 -3.76888
C 0.05026 -1.02700 -2.74466
C -0.26467 -0.63141 -1.31053
C -0.16169 0.86061 -0.97752
F 0.62642 1.57925 -1.85931
C -0.37705 -2.47274 -3.07000
N -0.58886 -3.40428 -1.95248
C 0.70011 -2.97165 -4.02110
O 0.79243 -4.07429 -4.52819
O 1.52282 -1.93583 -4.32973
C 1.53210 -0.95186 -3.25257
C 2.74146 -1.34130 -2.39425
Cl 2.36129 -2.62581 -1.22315
C 3.53810 -0.20166 -1.69832
C 3.18481 0.09986 -0.24694
Cl 3.52906 1.30600 -2.65879
H -2.72384 1.59188 -2.18625
H -2.13128 2.07070 -3.79625
H -3.77906 1.46784 -3.57535
H -2.61725 -0.73052 -2.73766
H -4.07053 -0.73841 -4.57889
H -2.60662 -1.48174 -5.17431
H -2.94145 0.18845 -5.59935
H -0.34547 0.84302 -3.80353
H -0.59611 -0.58156 -4.76020
H 0.31736 -1.18141 -0.58174
H -1.30276 -0.90873 -1.13587
H 0.30857 0.95873 0.00148
H -1.12494 1.35045 -0.89031
H -1.27805 -2.49706 -3.68704
H -1.00214 -4.24416 -2.33864
H -1.30500 -3.02521 -1.34646
H 1.66818 -0.00901 -3.75953
H 3.43414 -1.81443 -3.07859
H 4.57293 -0.52735 -1.70787
H 3.66314 -0.65139 0.37385
H 2.11688 0.13128 -0.07173
H 3.63308 1.04882 0.03078
C -7.48787 -1.60943 1.37981
C -6.05606 -1.12960 1.56062
N -5.17246 -1.55396 0.49106
C -3.76860 -1.35021 0.78687
C -3.26293 0.08773 0.96138
C -5.59186 -1.20004 -0.85413
C -5.80690 0.28457 -1.17821
H -7.52176 -2.69243 1.25731
H -8.07616 -1.34726 2.25958
H -7.97081 -1.14874 0.51750
H -5.66891 -1.55059 2.49221
H -6.06399 -0.03603 1.69555
H -3.18390 -1.84049 0.00062
H -3.54122 -1.90458 1.70269
H -3.19382 0.60977 0.00609
H -2.25830 0.07181 1.39186
H -3.89078 0.67137 1.63391
H -6.52128 -1.73331 -1.06656
H -4.86342 -1.61945 -1.55432
H -6.36146 0.80019 -0.39327
H -6.38542 0.37896 -2.09944
H -4.86804 0.81388 -1.33621
C 3.20056 1.85034 2.96336
C 4.63110 1.43263 3.26697
N 5.43213 2.50172 3.82914
C 6.85342 2.20484 3.85524
C 7.33671 1.04989 4.74106
C 4.89100 3.13213 5.02015
C 4.60778 2.24528 6.24048
H 3.17977 2.72749 2.31474
H 2.68298 1.03711 2.45289
H 2.63565 2.07619 3.86834
H 5.10426 1.12593 2.32957
H 4.60799 0.53608 3.90758
H 7.38654 3.11670 4.13667
H 7.15823 1.99576 2.82492
H 7.32512 1.31151 5.79810
H 8.36741 0.79786 4.48410
H 6.73864 0.14875 4.60318
H 3.96080 3.63332 4.74134
H 5.56721 3.93968 5.30993
H 4.10843 1.31524 5.96569
H 3.95018 2.77394 6.93333
H 5.51468 1.99539 6.78858
```

Properties
Orbital gap ... 8.8 eV
E_HOMO ... -8.2 eV
Structure (SMILES) ... CC(C)C[C@@]1(CCF)[C@H](N)C(=O)O[C@@H]1[C@H](Cl)[C@H](C)Cl.CCN(CC)CC.CCN(CC)CC
Energy relative to the best compared isomer or geometry (same formula, charge and spin) ... 0.0 kcal per mole
E_LUMO ... 0.54 eV
F_max ... 0.0382 hartree/bohr

=====

A 3-piece molecular cluster, C25H53BClF4NO13P2S overall in a non-equilibrium geometry. Source: the Open Molecules 2025 dataset; level of theory: wB97M-V/def2-TZVPD.

The geometry in XYZ format:
```
101
Properties=species:S:1:pos:R:3
C -6.30503 -0.15312 -0.52986
C -6.39370 -0.06630 -2.05905
C -5.87672 1.24522 -2.64532
O -4.65189 0.99255 -3.31832
C -3.89721 2.16638 -3.51657
C -2.83708 1.95758 -4.59973
O -1.51117 1.78294 -4.08782
C -1.08846 0.47922 -3.77580
O -2.14668 -0.24859 -3.27203
P -0.50744 -0.49476 -5.37928
O -1.85540 -1.35120 -5.71014
Cl -0.73602 0.90377 -6.84081
C 0.16386 0.66074 -2.79820
C 0.44316 -0.58581 -1.91491
C 0.30059 -1.97301 -2.54763
C 0.97449 -3.01462 -1.66458
F 0.28262 -4.21948 -1.72832
B 1.42936 0.82387 -3.80107
O 2.40020 -0.15258 -3.81346
O 1.49589 1.92878 -4.59817
N 0.02433 1.90461 -1.96798
C 1.17656 2.80961 -1.80620
C 2.41812 2.18506 -1.17021
C 3.29806 3.24983 -0.51613
C 4.33839 2.68547 0.47109
O 4.24011 1.25872 0.57380
C 4.49477 0.71897 1.80196
C 5.45487 -0.42656 1.72894
O 3.97674 1.13220 2.78712
S -1.08389 2.04961 -0.79312
O -1.98197 0.93852 -0.82388
O -1.55556 3.39302 -0.74420
C -0.26874 1.86856 0.87418
F 0.38198 0.70789 0.99105
F 0.57981 2.86221 1.13696
F -1.26680 1.89641 1.76111
P -2.72185 3.45199 -5.66193
O -3.54124 3.41876 -6.89449
H -7.23279 0.16786 -0.05506
H -6.12631 -1.17906 -0.20192
H -5.48984 0.45957 -0.14021
H -5.82602 -0.88001 -2.51299
H -7.42977 -0.21293 -2.37086
H -5.71530 1.97913 -1.84584
H -6.59562 1.66477 -3.36034
H -3.39398 2.46055 -2.59015
H -4.57939 2.97557 -3.81514
H -3.15915 1.14911 -5.26161
H -1.99298 -0.51882 -2.36037
H -1.80667 -2.23640 -5.32731
H 1.47934 -0.50471 -1.57564
H -0.16933 -0.56260 -1.01590
H -0.74063 -2.28568 -2.64989
H 0.76442 -2.00407 -3.53280
H 1.99440 -3.21683 -1.99609
H 0.99876 -2.70045 -0.61810
H 2.74783 -0.32660 -4.69578
H 2.30730 1.97134 -5.11797
H 1.41002 3.24875 -2.77124
H 0.83472 3.65126 -1.20137
H 2.15217 1.39405 -0.47339
H 3.01395 1.69690 -1.94934
H 2.68501 4.00063 -0.01479
H 3.83551 3.77611 -1.30870
H 5.35264 2.92521 0.14544
H 4.19047 3.12294 1.45825
H 5.44109 -0.96940 2.67050
H 5.17070 -1.09108 0.91357
H 6.45243 -0.03454 1.52837
H -3.04260 4.49662 -4.77090
H -1.34061 3.62046 -5.84673
C 5.97128 -3.65109 6.77955
C 5.58226 -3.24432 5.36869
O 6.61572 -3.41552 4.41265
C 7.07669 -4.74381 4.23693
C 6.01027 -5.70928 3.74791
H 6.89781 -3.15751 7.07553
H 5.18462 -3.36152 7.47693
H 6.11445 -4.72842 6.87281
H 5.35130 -2.17900 5.34204
H 4.67602 -3.77582 5.05600
H 7.53390 -5.11856 5.15973
H 7.87330 -4.66615 3.49674
H 5.24279 -5.89086 4.50130
H 6.46504 -6.66961 3.50269
H 5.52235 -5.31677 2.85454
C -5.08972 -1.53278 4.49410
C -4.83797 -0.60696 3.31567
O -5.27098 0.72476 3.52429
C -4.65187 1.41538 4.59658
C -3.14628 1.55930 4.45016
H -6.13435 -1.47843 4.80359
H -4.86371 -2.56145 4.21046
H -4.46676 -1.28330 5.35421
H -5.40213 -0.94983 2.44783
H -3.77830 -0.62872 3.03457
H -4.89791 0.94307 5.55507
H -5.12098 2.39935 4.59897
H -2.63204 0.60127 4.54062
H -2.75720 2.21684 5.22859
H -2.90444 1.98564 3.47854
```

Properties
Orbital gap ... 8.8 eV
E_HOMO ... -9.0 eV
Structure (SMILES) ... CCCOC[C@H](O[C@@](O)(P(O)Cl)[C@@](CCCF)(B(O)O)N(CCCCOC(C)=O)S(=O)(=O)C(F)(F)F)[PH2]=O.CCOCC.CCOCC
E_LUMO ... -0.18 eV
F_max ... 0.0200 hartree/bohr

=====

A 3-piece molecular cluster, C25H53N2O4S2 overall in a non-equilibrium geometry. Source: the Open Molecules 2025 dataset; level of theory: wB97M-V/def2-TZVPD.

The geometry in XYZ format:
```
86
Properties=species:S:1:pos:R:3
C 1.39200 -0.54022 3.28400
C 0.25773 -1.49464 2.97227
C -0.94377 -1.30191 3.91959
C -1.55271 -2.60844 4.42328
C -2.99496 -2.81850 3.96025
C -3.13202 -2.61764 2.44666
S -4.65515 -1.74349 1.96851
S -4.81975 0.14014 3.00607
C -3.57673 1.28647 2.40196
O -4.75585 -0.07556 4.40289
O -6.07176 0.60989 2.54714
H 1.83722 -0.78936 4.24020
H 1.03951 0.48658 3.30487
H 2.17213 -0.59765 2.53309
H 0.65144 -2.50444 3.02554
H -0.06358 -1.35398 1.94270
H -0.62027 -0.65144 4.72313
H -1.66863 -0.73971 3.33872
H -1.60717 -2.54262 5.50429
H -0.93964 -3.47243 4.21234
H -3.24959 -3.85123 4.16289
H -3.67049 -2.22392 4.56222
H -2.28540 -2.13384 1.97935
H -3.21814 -3.58925 1.97415
H -4.41448 -1.34254 0.70190
H -3.70901 2.17745 3.00272
H -3.86272 1.50281 1.38176
H -2.60149 0.82940 2.48390
C 3.48659 -2.27520 -3.64386
C 3.04565 -1.60309 -2.32289
C 4.24983 -0.93022 -1.66416
C 5.22466 -1.92330 -1.03126
C 4.49382 -2.86335 -0.07234
C 3.29332 -3.56513 -0.70827
N 2.40289 -2.58871 -1.40133
O 1.70230 -1.93405 -0.53260
C 3.77753 -4.65247 -1.68530
C 2.51918 -4.32180 0.36552
C 2.01888 -0.55160 -2.72080
H 4.50675 -2.65267 -3.61408
H 2.82099 -3.09600 -3.91095
H 3.45690 -1.55933 -4.46387
H 3.90266 -0.24135 -0.88692
H 4.76746 -0.32124 -2.40747
H 5.74940 -2.49458 -1.80094
H 5.99639 -1.37742 -0.48665
H 5.18503 -3.61486 0.31312
H 4.15641 -2.28315 0.79328
H 2.93633 -5.09215 -2.22243
H 4.27466 -5.44997 -1.13403
H 4.49844 -4.29715 -2.41570
H 2.20123 -3.67178 1.17985
H 3.15473 -5.09500 0.79412
H 1.63590 -4.80447 -0.05679
H 1.14147 -1.01310 -3.17862
H 2.44892 0.14066 -3.44345
H 1.68999 0.03660 -1.86603
C -2.89064 4.99260 -2.43902
C -1.38594 4.82033 -2.12528
C -0.74763 3.87551 -3.14511
C -1.13120 2.40898 -2.94004
C -0.85803 1.97412 -1.50097
C -1.50306 2.89145 -0.46416
N -1.18969 4.32090 -0.72914
O 0.01679 4.56607 -0.33974
C -3.02743 2.65944 -0.44202
C -1.02846 2.49240 0.93060
C -0.78029 6.21171 -2.27263
H -3.34619 4.10133 -2.86881
H -3.45034 5.27337 -1.54656
H -3.03874 5.78459 -3.17059
H 0.34171 3.96106 -3.08533
H -1.02765 4.19454 -4.15044
H -2.18171 2.24442 -3.19581
H -0.55592 1.78292 -3.62430
H -1.20856 0.94922 -1.35204
H 0.22422 1.95348 -1.34241
H -3.51809 3.37435 0.22118
H -3.24179 1.65278 -0.07267
H -3.49800 2.72586 -1.41800
H 0.05507 2.51497 1.02210
H -1.35202 1.47049 1.14272
H -1.45057 3.15320 1.69166
H -1.20654 6.90226 -1.54375
H -0.99511 6.59465 -3.26888
H 0.30081 6.20892 -2.15203
```

Properties
Orbital gap (alpha / beta) ... 6.1 / 7.0 eV
E_HOMO (alpha / beta) ... -10.5 / -11.4 eV
Multiplicity ... 3
E_LUMO (alpha / beta) ... -4.47 / -4.47 eV
Net charge ... +1
F_max ... 0.0655 hartree/bohr

=====

A 7-piece molecular cluster, C25H53N3O7 overall in a non-equilibrium geometry. Source: the Open Molecules 2025 dataset; level of theory: wB97M-V/def2-TZVPD.

The geometry in XYZ format:
```
88
Properties=species:S:1:pos:R:3
C 26.67876 -13.59961 0.76311
C 25.27612 -13.98707 1.17626
O 25.10064 -15.15440 1.62783
N 24.32521 -13.08866 1.16694
C 22.92603 -13.25376 1.77794
H 27.27382 -13.36072 1.64456
H 26.92550 -12.99816 -0.11181
H 27.03550 -14.56739 0.41066
H 24.50215 -12.17194 0.78171
H 22.84792 -14.30559 2.05299
H 22.14381 -13.16930 1.02355
H 22.87699 -12.57485 2.62927
C 12.98634 -25.04782 7.73493
C 12.73380 -23.84169 8.53615
O 13.46780 -22.83759 8.40055
N 11.66144 -23.93892 9.36508
C 11.46101 -22.86623 10.38280
H 13.22174 -24.72418 6.72106
H 12.15021 -25.74280 7.65751
H 13.78255 -25.65682 8.16307
H 11.53556 -24.90506 9.63120
H 10.69712 -23.27691 11.04305
H 11.11626 -22.02343 9.78369
H 12.40602 -22.70930 10.90284
C 15.45459 -16.89528 5.22328
C 16.41773 -17.04077 4.07293
O 16.60822 -16.14277 3.22951
N 17.03413 -18.23387 4.00798
C 17.71280 -18.65278 2.76186
H 14.88138 -16.00643 4.95971
H 15.89368 -16.78634 6.21496
H 14.60132 -17.56919 5.14661
H 16.86288 -18.92733 4.72205
H 17.14412 -19.12588 1.96131
H 18.41258 -19.47233 2.92540
H 18.27593 -17.87677 2.24341
C 25.87767 -21.47041 3.69712
C 25.59644 -21.98354 2.34120
C 26.50267 -23.21035 2.44317
O 27.14503 -23.27463 3.69581
C 27.16921 -21.93219 4.20758
H 25.13935 -21.59148 4.48978
H 25.83917 -20.38878 3.56786
H 25.95107 -21.37440 1.50977
H 24.52671 -22.19265 2.34810
H 27.21837 -23.30118 1.62610
H 25.86410 -24.09334 2.41744
H 28.06074 -21.41300 3.85586
H 27.17235 -21.98977 5.29606
C 17.49129 -20.73833 -4.24980
C 17.00657 -19.39372 -3.77894
C 16.55758 -18.67941 -5.01487
O 17.62242 -19.01861 -5.84590
C 17.86894 -20.41450 -5.67486
H 16.73908 -21.52714 -4.24206
H 18.30037 -21.06779 -3.59792
H 17.72374 -18.75500 -3.26339
H 16.17592 -19.60765 -3.10637
H 16.43166 -17.60070 -4.92213
H 15.56941 -19.07467 -5.25028
H 18.88433 -20.75838 -5.87191
H 17.26785 -20.96124 -6.40141
C 20.46960 -26.58000 4.01896
C 20.84154 -25.65802 5.13432
C 19.77010 -24.53973 5.19586
O 19.07906 -24.69850 3.96238
C 19.05677 -26.05098 3.61610
H 20.52741 -27.61146 4.36662
H 21.09227 -26.51681 3.12654
H 21.78778 -25.18107 4.87889
H 21.00159 -26.16509 6.08583
H 20.24517 -23.56226 5.27918
H 19.04472 -24.64127 6.00308
H 18.84051 -26.19575 2.55763
H 18.38039 -26.61690 4.25669
C 12.15190 -10.12952 8.74749
C 12.59409 -9.92485 10.19351
C 13.58614 -8.81361 10.07909
O 13.03561 -7.91872 9.09740
C 12.42484 -8.70671 8.10040
H 11.15086 -10.55973 8.77830
H 12.87466 -10.77906 8.25370
H 13.09734 -10.70659 10.76250
H 11.79593 -9.42493 10.74225
H 14.49638 -9.19674 9.61779
H 13.81254 -8.28373 11.00433
H 12.95526 -8.90940 7.16998
H 11.52027 -8.14505 7.86718
```

Properties
Orbital gap ... 9.9 eV
E_HOMO ... -9.4 eV
Structure (SMILES) ... CNC(C)=O.CNC(C)=O.CNC(C)=O.C1CCOC1.C1CCOC1.C1CCOC1.C1CCOC1
Energy relative to the best compared isomer or geometry (same formula, charge and spin) ... 42.5 kcal per mole
E_LUMO ... 0.50 eV
F_max ... 0.0986 hartree/bohr

=====

C25H53NO13S as an isolated structure in a non-equilibrium geometry. Source: the Open Molecules 2025 dataset; level of theory: wB97M-V/def2-TZVPD.

The geometry in XYZ format:
```
93
Properties=species:S:1:pos:R:3
C -1.50020 -1.78142 0.56982
C -0.45758 -1.21120 0.45893
C 0.87088 -0.55226 0.43940
C 0.76918 0.84431 -0.22327
C -0.15991 1.77279 0.54833
C -1.26880 2.42820 -0.30954
C -2.32138 3.06819 0.64014
C -3.75962 2.64326 0.28465
C -4.12812 1.28500 0.89290
O -5.30305 0.77817 0.20161
C -5.01042 -0.39619 -0.45432
C -4.67678 -0.26131 -1.93481
O -4.99421 -1.42513 0.13839
O 0.48866 0.62181 -1.63003
S 1.90081 0.40347 -2.41285
O 1.99777 1.48707 -3.33235
O 2.05316 -0.81032 -3.16534
O 2.90987 0.52283 -1.13675
C 2.18628 1.46437 -0.32420
N 2.80372 2.01080 0.86390
C 3.35639 1.17436 1.57120
O 3.61426 0.39094 2.37952
H -2.26414 -2.43872 0.92085
H 1.55791 -1.22423 -0.07893
H 1.17217 -0.42917 1.48620
H -0.66348 1.22308 1.35085
H 0.37448 2.58763 1.04690
H -0.80545 3.25511 -0.86212
H -1.72238 1.74420 -1.03155
H -2.14600 2.79024 1.68697
H -2.26718 4.15911 0.57124
H -4.43784 3.38441 0.72980
H -3.95059 2.66683 -0.79264
H -4.43041 1.38503 1.93787
H -3.32614 0.54829 0.75500
H -5.59530 -0.02707 -2.47514
H -3.88380 0.48233 -2.05290
H -4.29512 -1.23168 -2.25427
H 2.01629 2.33355 -0.98184
C -5.19778 -5.60632 -0.14187
C -4.19485 -4.69813 0.54473
O -2.86288 -5.01037 0.12868
H -4.98331 -6.65215 0.08436
H -6.21588 -5.37850 0.17837
H -5.13957 -5.49369 -1.22744
H -4.24024 -4.82793 1.62606
H -4.39963 -3.65078 0.31403
H -2.81869 -4.88524 -0.82393
C 4.46394 0.67549 -6.89273
C 2.96929 0.71699 -7.15372
O 2.32030 -0.40498 -6.56961
H 4.89541 -0.24162 -7.29648
H 4.96637 1.53130 -7.34825
H 4.66709 0.68195 -5.81915
H 2.76842 0.68963 -8.22463
H 2.53270 1.63375 -6.74261
H 2.48031 -0.37624 -5.61895
C 3.95538 -3.98422 4.22137
C 3.35521 -3.42633 2.94452
O 2.89237 -2.09130 3.14029
H 3.21824 -3.97212 5.02509
H 4.30162 -5.00882 4.07682
H 4.80030 -3.37344 4.55010
H 2.50093 -4.02485 2.63098
H 4.09491 -3.43021 2.13659
H 3.64502 -1.55811 3.40686
C 6.59396 2.13245 3.95970
C 6.28160 1.46409 5.28575
O 4.93094 1.70482 5.67386
H 6.42422 3.20790 4.02614
H 7.63025 1.95742 3.66627
H 5.93942 1.75075 3.17216
H 6.92119 1.86051 6.07284
H 6.44443 0.38291 5.22157
H 4.35967 1.34611 4.98741
C -5.27925 0.37825 -6.41930
C -4.40577 -0.70794 -5.81942
O -5.15400 -1.52540 -4.92083
H -5.70479 1.00300 -5.63249
H -4.70648 1.01070 -7.09940
H -6.11550 -0.05905 -6.97043
H -3.58497 -0.26873 -5.25349
H -3.98253 -1.34086 -6.60562
H -5.87343 -1.92416 -5.41932
C 1.44019 2.17211 5.88096
C 1.24415 3.17909 4.76382
O 0.11620 2.83448 3.96065
H 1.58007 1.16962 5.47133
H 2.30902 2.42822 6.48951
H 0.55934 2.13408 6.52644
H 2.11602 3.19894 4.10951
H 1.09570 4.18418 5.17073
H -0.65857 2.82604 4.53061
```

Properties
Orbital gap ... 10.0 eV
E_HOMO ... -9.7 eV
E_LUMO ... 0.26 eV
F_max ... 0.0632 hartree/bohr

=====

> Among the records above, which one has the highest F_max?

C25H53N3O7

=====

> What is the F_max in the fifth record?

0.0632 hartree/bohr

=====

> F_max of number 4 (C25H53N3O7)?

0.0986 hartree/bohr

=====

> Number 4 is which compound?

C25H53N3O7